Entry 1:
Molecular formula: C3H4Br3F
Method: DFT, wB97M-V/def2-TZVPD

Computed properties:
LUMO	-0.005	Eh
gap between HOMO and LUMO	0.3533	Ha
DFT total energy	-216018.4512	eV
multiplicity	1
total charge	0

```
11
Properties=species:S:1:pos:R:3:forces:R:3:lowdin_charge:R:1
C -0.67816 -0.14098 -0.07402 1.3 -1.0 0.0 -0.2464
C -0.42266 1.04748 0.78472 0.1 1.3 -1.0 -0.6555
C 1.11313 -0.83458 -0.88116 -5.0 -0.7 2.3 -1.2188
F 1.97265 0.10114 -1.06147 1.0 1.2 -0.5 -0.0362
Br -2.16389 1.52027 1.64608 1.0 -0.1 -0.2 0.5990
Br 1.72104 -2.05719 0.54531 0.0 0.3 -0.7 0.6248
Br 0.58170 -1.75347 -2.50764 0.4 0.3 0.4 0.6516
H -1.37887 0.24207 -0.85122 0.6 -1.3 0.1 0.0784
H -1.06818 -0.95745 0.66725 0.8 1.0 -2.1 0.0985
H -0.03204 1.94443 0.26858 -0.9 -0.3 -0.2 0.0727
H 0.35530 0.88829 1.46359 0.6 -0.6 1.9 0.0318
```
Positions in Å, forces in eV/Å.

=====

Entry 2:
Molecular formula: C50H59BF6N2O7S2Si2
Method: DFT, wB97M-V/def2-TZVPD

Computed properties:
LUMO	-0.013	Eh
gap between HOMO and LUMO	0.3135	Ha
DFT total energy	-124531.3375	eV
multiplicity	1
total charge	0

```
129
Properties=species:S:1:pos:R:3:forces:R:3:lowdin_charge:R:1
C -5.77237 5.79112 -3.78084 0.3 -0.2 0.2 -0.0531
C -5.64933 5.48304 -2.29172 -0.2 -0.1 -0.5 -0.2054
O -4.90261 4.26937 -2.04275 0.1 0.3 0.6 0.0321
B -3.59429 4.38752 -1.74050 0.0 -0.2 -0.3 -0.6526
O -2.72114 5.21246 -2.44581 -0.4 0.3 0.4 0.0956
Si -2.74139 3.36083 -0.20809 -0.3 -0.3 -1.0 0.6543
O -2.35313 1.82406 -0.63298 0.5 0.4 0.7 -0.2932
Si -1.06947 0.93324 -0.04038 0.0 -0.3 0.1 0.4541
C 0.09519 0.66281 -1.44593 0.0 -0.5 0.4 -0.2139
C 1.21982 -0.36833 -1.18016 0.1 0.1 -0.6 -0.2428
C 2.50082 -0.04398 -1.96184 0.3 -0.1 0.2 -0.1863
C 3.73462 -0.77871 -1.39629 -0.4 -0.2 -0.1 -0.2003
N 4.47457 -1.50190 -2.44116 0.1 0.2 0.4 0.0215
C 5.64929 -0.88876 -2.98014 0.0 0.0 -0.2 -0.4920
C 6.67212 -0.28052 -2.04776 0.1 0.4 -0.1 -0.0025
O 5.84409 -0.90073 -4.16641 0.0 -0.2 0.0 0.0983
C -0.31976 1.67770 1.51356 0.0 -0.1 0.0 -0.1983
O 0.74637 0.79399 1.90746 0.0 0.0 -0.1 -0.1452
C 1.90545 1.44061 2.29721 0.0 0.2 0.1 -0.2284
C 2.81705 1.78473 1.30369 0.1 0.1 0.1 0.0389
C 3.99789 2.45448 1.60071 -0.1 0.0 0.2 -0.2635
C 4.95706 2.84673 0.50758 -0.3 0.1 0.0 -0.0485
C 4.24174 2.76929 2.93675 -0.1 -0.1 -0.1 -0.0370
C 3.32832 2.41818 3.92120 0.1 0.1 -0.1 -0.0116
C 2.13785 1.74731 3.63999 0.2 -0.2 0.0 -0.1288
C 1.18543 1.44022 4.77673 -0.2 0.1 0.1 -0.3328
C 0.06023 2.51221 4.85267 0.3 0.0 -0.3 -0.0400
C 0.64274 0.00215 4.79242 -0.1 0.0 0.1 -0.0468
N -1.75758 -0.61741 0.47678 0.4 0.4 -0.6 0.0700
C -1.87579 -1.45772 -0.37956 -0.3 -0.3 0.2 -0.8910
S -2.08987 -2.56876 -1.45749 0.0 -0.1 -0.1 0.7723
S -4.18460 3.21106 1.49704 0.3 0.8 0.5 0.5284
O -3.48554 3.29689 2.74696 -0.1 -0.2 -0.2 -0.3245
O -5.29676 4.07856 1.25035 0.0 -0.2 0.0 -0.3085
F -4.73118 1.73071 1.40775 -0.1 -0.2 -0.1 -0.1982
H -4.92401 5.35574 -4.30726 0.0 0.0 0.0 0.0796
H -6.68632 5.36551 -4.18707 0.0 0.1 -0.1 0.0762
H -5.73996 6.86600 -3.95102 -0.2 0.0 -0.1 0.0778
H -6.62574 5.30776 -1.84672 0.0 0.0 0.1 0.1256
H -5.19749 6.31418 -1.74764 0.1 0.0 0.0 0.1170
H -2.62482 6.10041 -2.08448 0.2 0.0 -0.1 0.1102
H -1.60248 4.13671 0.32473 0.0 -0.1 0.3 0.0233
H -0.53206 0.25973 -2.24316 0.0 0.3 -0.1 0.0648
H 0.50817 1.60915 -1.80291 -0.1 0.1 0.0 0.0837
H 0.87620 -1.33407 -1.55788 0.0 -0.1 0.3 0.1029
H 1.44827 -0.48108 -0.12138 0.0 0.1 0.1 0.0875
H 2.68029 1.03570 -1.95321 0.0 0.0 -0.1 0.0961
H 2.39469 -0.35622 -3.00057 -0.1 0.2 -0.1 0.1150
H 4.35912 -0.07191 -0.84908 0.1 0.0 0.1 0.0850
H 3.38454 -1.51524 -0.67130 0.1 0.0 0.0 0.1208
H 4.68547 -2.44418 -2.14123 0.0 -0.1 -0.2 0.1235
H 7.24663 -1.06816 -1.55855 -0.1 -0.1 0.0 0.0909
H 6.24293 0.35434 -1.27636 0.0 -0.1 0.1 0.0500
H 7.35520 0.32013 -2.64434 0.0 0.0 0.0 0.0836
H 0.09329 2.67571 1.34512 -0.2 0.1 0.0 0.0951
H -1.05657 1.71349 2.32310 0.0 0.3 0.0 0.0886
H 2.58409 1.54255 0.27495 -0.1 -0.1 0.0 0.1027
H 5.94321 2.40727 0.65971 0.0 0.0 0.0 0.0796
H 4.56816 2.53920 -0.46457 0.1 -0.1 0.0 0.0648
H 5.05967 3.93266 0.46581 0.1 0.0 0.1 0.0829
H 5.14494 3.30095 3.21161 0.0 0.0 0.0 0.1129
H 3.53698 2.69445 4.94850 0.0 -0.1 0.0 0.1055
H 1.77165 1.55417 5.69092 0.1 0.0 0.0 0.1089
H 0.22871 3.17116 5.70433 -0.2 0.0 0.1 0.0736
H -0.92932 2.06481 4.92492 0.0 0.0 0.1 0.0719
H 0.07633 3.15200 3.96930 -0.1 0.0 0.0 0.0706
H 1.31212 -0.66983 5.32993 0.1 0.0 -0.1 0.0762
H 0.47842 -0.40013 3.79717 0.0 0.0 0.0 0.0690
H -0.31941 -0.02165 5.30692 0.0 0.0 0.1 0.0742
F -0.25175 0.47980 -4.41338 0.0 0.0 -0.2 0.0449
C -0.24799 1.59955 -5.17275 0.0 0.1 0.0 -0.2657
C -0.59444 2.79805 -4.58071 0.0 0.0 0.1 -0.0133
C -0.59446 3.94549 -5.36040 0.0 0.0 -0.1 -0.0810
C -0.25653 3.87599 -6.70505 0.0 0.0 0.0 -0.0947
C 0.08484 2.65485 -7.27174 0.0 0.0 0.0 -0.0736
C 0.09441 1.49845 -6.50454 0.1 -0.1 0.0 -0.0070
H -0.86570 2.82811 -3.53367 0.0 0.0 0.0 0.1022
H -0.86265 4.89303 -4.91224 0.0 0.0 0.0 0.0997
H -0.26036 4.77236 -7.31053 0.0 0.0 0.0 0.0998
H 0.34529 2.59716 -8.32027 0.0 0.0 0.0 0.1069
H 0.36359 0.54004 -6.92801 -0.1 0.1 0.1 0.0954
F -3.11207 -4.18775 2.14687 0.0 0.2 0.0 0.0315
C -4.23048 -3.49578 2.47307 -0.1 0.0 0.0 -0.2697
C -5.13926 -4.07399 3.33542 0.0 -0.1 0.0 -0.0178
C -6.28073 -3.35700 3.66561 0.0 0.0 0.0 -0.0838
C -6.49544 -2.09407 3.13097 0.0 0.0 0.0 -0.0920
C -5.56345 -1.54067 2.26298 0.0 -0.1 0.0 -0.0685
C -4.41422 -2.24251 1.92893 0.0 0.0 -0.1 -0.0047
H -4.95312 -5.06214 3.73497 0.0 0.0 0.0 0.1131
H -7.00399 -3.78909 4.34417 0.0 0.0 0.0 0.1038
H -7.38825 -1.54153 3.39078 0.0 0.0 0.0 0.1011
H -5.72845 -0.55829 1.84264 0.0 0.0 0.0 0.0912
H -3.67278 -1.83098 1.26192 -0.1 0.0 0.1 0.0676
F -2.56372 -11.35685 2.89532 0.0 0.0 0.0 0.0503
C -2.71812 -10.03117 2.69054 0.0 0.1 0.0 -0.2907
C -2.09144 -9.14835 3.54606 0.1 0.0 0.1 -0.0201
C -2.25231 -7.78727 3.32707 0.0 0.0 0.0 -0.0774
C -3.03283 -7.32968 2.27366 0.0 -0.1 0.0 -0.0893
C -3.65376 -8.24324 1.43167 0.0 0.0 0.1 -0.0772
C -3.49700 -9.60735 1.63312 0.0 0.0 -0.1 -0.0201
H -1.49238 -9.52613 4.36348 0.0 0.0 0.0 0.1156
H -1.76374 -7.07929 3.98367 0.0 0.0 0.0 0.1059
H -3.15494 -6.27010 2.11261 0.0 -0.1 0.0 0.0731
H -4.26580 -7.89233 0.61129 0.0 0.0 0.0 0.1053
H -3.96639 -10.33560 0.98576 0.0 0.0 0.0 0.1158
F 4.47474 4.41323 7.37263 0.0 0.0 0.0 0.0515
C 4.77675 3.20533 7.89279 0.0 -0.1 0.0 -0.2962
C 3.74837 2.39250 8.32569 -0.1 0.0 0.0 -0.0253
C 4.06339 1.14809 8.85217 0.1 0.0 0.0 -0.0815
C 5.38700 0.74032 8.94391 0.0 0.0 0.0 -0.0955
C 6.40127 1.57921 8.50321 -0.1 0.0 0.0 -0.0828
C 6.10065 2.82331 7.96754 0.1 0.0 0.0 -0.0178
H 2.72461 2.73419 8.24945 0.0 0.0 0.0 0.1159
H 3.26993 0.49584 9.19147 0.0 0.0 0.0 0.1053
H 5.62709 -0.22955 9.35764 0.0 0.0 0.0 0.1010
H 7.43391 1.26540 8.57544 0.0 0.0 0.0 0.1046
H 6.87385 3.49005 7.61086 0.0 0.0 0.0 0.1171
F 0.18654 -0.80350 -8.48894 0.0 -0.1 -0.2 0.0347
C 0.14260 -2.09023 -8.90905 0.0 0.0 0.0 -0.2758
C 1.10117 -2.96861 -8.44920 0.1 0.0 0.1 -0.0125
C 1.04767 -4.28600 -8.88085 0.0 0.0 0.0 -0.0812
C 0.05381 -4.69716 -9.75853 0.0 0.0 0.0 -0.0964
C -0.89531 -3.78843 -10.20564 0.0 0.0 0.0 -0.0839
C -0.85893 -2.46903 -9.77776 -0.1 0.0 0.0 -0.0165
H 1.86887 -2.62339 -7.76994 0.0 0.0 0.0 0.1204
H 1.78659 -4.99272 -8.52828 0.0 0.0 0.0 0.1055
H 0.01916 -5.72499 -10.09311 0.0 0.0 0.0 0.1006
H -1.66924 -4.10542 -10.89156 0.0 0.0 0.0 0.1043
H -1.59078 -1.74396 -10.10656 0.0 0.0 0.0 0.1175
```
Positions in Å, forces in eV/Å.

=====

Entry 3:
Molecular formula: C12H23O7P2SbV
Method: DFT, wB97M-V/def2-TZVPD

Computed properties:
LUMO (spin up / spin down)	-0.442 / -0.443	Eh
gap between HOMO and LUMO (spin up / spin down)	0.2697 / 0.2693	Ha
DFT total energy	-77928.2420	eV
multiplicity	1
total charge	+3

```
46
Properties=species:S:1:pos:R:3:forces:R:3:lowdin_charge:R:1
V -0.23116 -0.47007 -0.37157 -0.2 0.5 0.5 0.8306
C -2.77312 2.32836 -3.10961 0.0 0.0 0.0 -0.0207
C -2.02286 1.26120 -2.31245 -0.1 0.1 -0.1 -0.5747
O -2.42993 -0.06760 -2.58361 0.0 -0.1 0.1 -0.0414
P -0.24893 1.19112 -2.82369 0.1 0.1 0.1 0.6084
O -0.02972 0.22901 -4.01470 0.0 0.1 -0.1 -0.0092
O 0.19661 2.63889 -3.08656 0.0 0.0 0.1 -0.0011
O 0.59138 0.49560 -1.69075 -0.7 -0.4 0.3 -0.3198
P -2.13743 1.61959 -0.48555 0.1 -0.3 0.1 0.4686
O -3.64358 1.74803 -0.13960 0.0 0.1 -0.1 -0.0245
O -1.12305 2.58507 -0.06607 -0.1 0.0 0.0 -0.2325
O -1.80491 0.12209 0.15784 1.2 0.0 -0.7 -0.3387
H -2.66700 2.16468 -4.18305 0.0 0.0 0.0 0.1117
H -2.41476 3.32972 -2.86934 0.0 0.0 0.0 0.1104
H -3.83535 2.26882 -2.86485 0.0 0.0 0.0 0.1113
H -3.38472 -0.11364 -2.74260 0.0 0.0 0.0 0.1470
H -0.41101 0.38689 -4.89580 0.0 0.0 0.0 0.1580
H 1.07164 2.88370 -3.43660 0.0 0.0 0.0 0.1632
H -4.01214 2.61087 0.11892 0.0 -0.1 0.0 0.1534
C -0.53585 -2.36936 -1.03070 0.0 0.1 0.1 -0.0090
C 0.37578 -2.61072 0.03820 -0.1 0.0 0.0 -0.3905
C -0.11801 -2.94478 1.34040 0.0 0.1 0.0 0.0191
C 0.74896 -3.39700 2.30701 0.0 0.0 0.0 -0.0037
C 2.11046 -3.51506 2.00678 0.0 0.0 0.0 0.0296
C 2.63390 -3.12364 0.76712 0.0 0.0 0.0 -0.0055
C 1.78500 -2.66842 -0.21108 0.0 0.1 0.0 0.0156
H -1.59287 -2.58547 -0.89332 0.0 0.0 0.0 0.1278
H -0.18133 -2.39695 -2.06030 0.0 0.0 0.0 0.1262
H -1.18556 -2.90360 1.53047 0.0 0.0 0.0 0.1482
H 0.37992 -3.70366 3.27683 0.0 0.0 0.0 0.1422
H 2.78148 -3.92175 2.75501 0.0 0.0 0.0 0.1480
H 3.69370 -3.22433 0.57368 0.0 0.0 0.0 0.1429
H 2.16406 -2.42130 -1.19756 0.0 0.0 0.0 0.1460
C 2.68342 -0.25521 2.78990 0.1 -0.1 0.0 -0.2476
Sb 1.08083 0.71125 1.82564 -0.2 -0.2 -0.2 1.5039
C 1.86135 2.57002 1.21320 0.1 0.0 0.0 -0.2310
C -0.38598 0.98856 3.31402 -0.1 0.0 0.1 -0.2299
H 3.10109 0.45862 3.50170 -0.1 0.1 0.0 0.0477
H 3.45484 -0.53007 2.07414 0.0 0.0 0.0 0.0279
H 2.33504 -1.12968 3.33214 0.0 0.0 0.0 0.0131
H 1.87934 3.19836 2.10446 0.0 0.0 0.0 0.0467
H 1.23623 3.03000 0.45575 -0.1 0.0 0.0 0.0030
H 2.87653 2.41220 0.85433 0.0 0.0 0.0 0.0357
H -0.13342 1.89315 3.86682 0.0 0.0 0.0 0.0447
H -0.36320 0.13226 3.98562 0.0 0.0 0.0 0.0332
H -1.37568 1.09423 2.87938 0.0 0.0 0.0 0.0156
```
Positions in Å, forces in eV/Å.